Entry from the OMol25 dataset: a cluster of 7 separate species, C25H50O11S4 in total in a non-equilibrium geometry (the ωB97M-V functional and the def2-TZVPD basis).

The geometry in XYZ format:
```
90
Properties=species:S:1:pos:R:3:forces:R:3:mulliken_charge:R:1
C -0.9621 2.4224 4.2887 0.14 0.59 0.38 -1.187
C 0.1559 3.3190 3.7862 0.39 -1.11 -0.75 0.986
O 0.0132 3.9575 2.7724 -0.05 0.46 0.04 -0.539
C 1.4968 3.1679 4.4658 0.20 -0.29 0.34 -0.981
H -1.8654 2.6567 3.7322 -0.15 0.10 0.25 0.384
H -1.0488 2.6022 5.3635 -0.40 -0.14 -0.03 0.446
H -0.7532 1.3622 4.1480 0.32 0.04 0.01 0.173
H 2.3455 3.5931 3.9344 -0.28 0.31 -0.18 0.310
H 1.7043 2.0943 4.5442 -0.13 0.00 0.10 0.089
H 1.4803 3.5454 5.4906 -0.07 0.04 -0.02 0.453
C -0.7625 0.5007 1.3926 0.28 0.11 -0.71 -0.416
C 0.7270 0.4181 1.1581 0.54 -0.06 0.29 1.108
O 1.3652 -0.5762 1.4473 -0.09 -0.14 0.05 -0.657
C 1.4177 1.6482 0.6182 -0.69 -0.27 -0.19 -0.116
H -1.0083 1.4629 1.8357 -0.12 -0.04 0.12 0.210
H -1.1240 -0.3549 1.9534 0.01 0.12 0.22 -0.119
H -1.2608 0.5005 0.4166 -0.04 0.01 0.03 -0.032
H 2.4135 1.4519 0.2417 0.06 -0.22 0.12 -0.246
H 1.4607 2.3699 1.4370 -0.04 0.23 -0.20 -0.048
H 0.7955 2.0362 -0.1925 0.08 0.35 0.13 0.177
C 4.2516 0.0157 -3.8809 0.47 0.28 0.75 -1.292
C 3.3372 0.8034 -2.9760 0.12 0.58 -0.68 0.971
O 2.1789 0.4984 -2.8481 -0.58 -0.28 0.29 -0.487
C 3.8881 2.0629 -2.3535 0.03 0.28 0.32 -1.032
H 5.1332 -0.2636 -3.2945 -0.01 -0.16 -0.11 0.350
H 4.6271 0.6914 -4.6505 -0.13 -0.16 -0.22 0.359
H 3.7525 -0.8644 -4.2678 -0.01 0.02 -0.16 0.303
H 4.5684 1.8355 -1.5302 0.04 -0.11 -0.06 0.186
H 3.0836 2.6697 -1.9415 -0.12 -0.17 0.01 0.247
H 4.4271 2.6945 -3.0622 0.09 -0.26 -0.16 0.461
C -1.0192 1.4306 -3.3831 0.94 0.99 0.97 -0.284
C -1.2991 0.3417 -4.3945 -0.37 -0.77 -0.07 -0.289
C -1.7227 1.0592 -5.6710 0.32 0.81 0.08 -0.875
S -2.8040 2.3970 -5.0391 -0.76 0.12 0.26 1.112
O -4.2152 2.0287 -5.1418 1.05 0.10 -0.04 -0.642
O -2.3518 3.6499 -5.6225 -0.26 -0.65 0.42 -0.684
C -2.2748 2.2939 -3.2760 -0.29 -0.81 -0.88 -0.308
H -0.1221 1.9918 -3.6656 -0.18 0.07 -0.33 0.222
H -0.7363 1.0550 -2.3976 -0.26 -0.29 -0.03 0.092
H -2.1291 -0.3037 -4.0889 -0.10 0.16 0.27 -0.156
H -0.4502 -0.3411 -4.4391 0.15 0.24 -0.55 0.423
H -2.2297 0.5460 -6.4830 -0.26 -0.35 0.35 0.454
H -0.8890 1.5969 -6.1256 0.07 0.02 0.12 0.393
H -2.9352 1.6715 -2.6742 -0.69 0.21 -0.39 -0.070
H -2.3195 3.3009 -2.8738 0.68 0.08 -0.05 0.552
C -1.6112 -3.4001 2.9388 -0.06 0.38 0.25 -0.802
C -0.8191 -3.1182 1.6771 -0.14 -1.22 -1.57 0.198
C -0.8622 -4.4897 0.9483 -0.25 -0.83 1.30 -0.959
S -2.6041 -5.0340 1.0716 0.64 0.89 -0.46 1.002
O -2.7218 -6.4202 1.4498 0.05 0.20 0.06 -0.683
O -3.2717 -4.5662 -0.1360 0.04 -0.26 0.66 -0.600
C -2.9736 -3.9117 2.4726 0.12 -0.06 -0.62 -0.470
H -1.7220 -2.4787 3.5138 -0.11 -0.15 0.17 0.325
H -1.1100 -4.1484 3.5556 0.04 0.07 0.05 0.391
H 0.2256 -2.8419 1.7788 -0.10 0.37 0.32 0.337
H -1.3562 -2.3920 1.0642 0.21 0.25 0.06 -0.205
H -0.3386 -5.1611 1.6381 0.01 -0.21 -0.20 0.395
H -0.4638 -4.7019 -0.0388 -0.21 0.61 -0.23 0.459
H -3.5612 -4.4367 3.2187 -0.05 -0.03 -0.03 0.454
H -3.5203 -3.0883 2.0088 -0.25 -0.08 0.15 0.166
C -6.0943 -1.4331 -2.4946 -0.62 -0.52 0.19 -0.690
C -4.6715 -1.7119 -2.9553 0.93 0.69 0.66 -0.408
C -3.8448 -1.8340 -1.6568 -1.12 0.10 0.11 -0.568
S -4.4969 -0.5211 -0.5903 0.24 -0.12 -0.17 1.086
O -3.6565 0.6683 -0.6853 -0.44 -0.57 0.01 -0.620
O -4.7669 -1.0877 0.7179 0.03 0.31 -0.24 -0.693
C -6.0592 -0.2745 -1.5130 1.02 0.05 0.08 -0.819
H -6.4783 -2.3254 -1.9887 0.00 0.02 -0.05 0.338
H -6.7914 -1.2044 -3.3007 0.16 -0.03 -0.12 0.388
H -4.2601 -0.8403 -3.4723 -0.26 -0.16 -0.53 -0.006
H -4.5711 -2.6218 -3.5387 -0.04 0.09 -0.21 0.409
H -2.7692 -1.7113 -1.7231 0.06 -0.09 -0.11 0.505
H -4.1425 -2.7557 -1.1599 0.45 -0.05 0.17 0.333
H -5.9335 0.6502 -2.0762 -0.14 0.19 0.31 0.339
H -6.8526 -0.2443 -0.7742 -0.13 0.11 -0.10 0.447
C 5.4142 -0.6603 3.6569 -0.36 0.14 -1.17 -0.786
C 6.6215 -0.3408 2.7572 0.36 -0.39 -0.16 -0.609
C 6.6934 1.1777 2.6479 0.08 -0.02 0.30 -0.784
S 5.0194 1.6442 2.2403 -0.61 0.32 0.66 0.979
O 4.7244 1.4947 0.8280 0.54 -0.03 0.44 -0.518
O 4.6896 2.8982 2.8961 0.14 -0.48 -0.39 -0.681
C 4.2711 0.2436 3.1364 0.10 0.56 0.29 0.028
H 5.6437 -0.5000 4.7071 -0.13 0.10 0.04 0.341
H 5.0761 -1.6813 3.4895 0.28 -0.16 0.33 0.323
H 6.4504 -0.8285 1.7942 0.05 0.29 -0.16 0.275
H 7.5653 -0.7452 3.1252 -0.09 0.01 0.18 0.400
H 7.4334 1.6470 2.0042 -0.15 -0.27 -0.37 0.456
H 6.8632 1.5849 3.6476 -0.13 0.09 0.01 0.333
H 3.5953 -0.1985 2.4038 0.06 -0.29 0.13 0.157
H 3.6978 0.6606 3.9628 -0.11 0.11 -0.16 0.039
```
Positions in Å, forces in eV/Å.

SMILES string	O=S1(=O)CCCC1.O=S1(=O)CCCC1.O=S1(=O)CCCC1.O=S1(=O)CCCC1.CC(C)=O.CC(C)=O.CC(C)=O
strongest force on any atom	1.995	eV Å⁻¹
frontier orbital gap	9.90	eV